[1]
{
  "formula": "C14H15CoNO7S3",
  "method": "the ωB97M-V functional and the def2-TZVPD basis",
  "total_charge": -2,
  "homo_lumo_gap_ev": [4.97, 5.29],
  "multiplicity": 4,
  "homo_ev": [-0.34, -0.66],
  "species": ["C", "H", "O", "C", "H", "H", "S", "O", "C", "C", "C", "O", "H", "O", "O", "O", "H", "H", "C", "H", "H", "C", "S", "N", "H", "H", "O", "C", "H", "C", "H", "C", "H", "C", "H", "C", "H", "Co", "C", "C", "S"],
  "xyz": [[5.0147, 3.0467, -0.2321], [-2.7881, -0.2283, 2.2727], [1.6360, 2.1574, -3.9227], [4.0087, 2.3809, 0.4526], [-1.5988, 0.8055, 1.4419], [3.5956, 3.0543, -3.3023], [1.7997, 0.8749, 0.7764], [2.1457, 1.1502, 2.1496], [4.8809, 3.2787, -1.5863], [2.7058, 2.2157, -1.5720], [-2.6716, -5.1123, 0.5577], [0.2203, 2.7896, -2.0347], [-3.1176, -5.7286, 2.5878], [0.9083, 0.4649, -2.3625], [2.1704, -0.4653, 0.2967], [-4.9356, 0.5587, 0.2927], [-0.7576, -2.1539, 2.1136], [5.6697, 3.7809, -2.1353], [-1.3081, -2.9833, 1.6803], [-3.3133, 1.6722, -1.7921], [-3.0396, 2.5709, -0.2676], [2.8569, 1.9572, -0.2019], [1.2216, 1.8942, -2.5610], [-0.7510, -2.1676, -0.5402], [-1.7392, 1.5496, -0.9589], [-3.1527, 1.5173, 2.0343], [0.4023, 1.1435, 0.4364], [-2.8163, 1.6587, -0.8239], [-2.1005, -4.2954, -1.3430], [3.7311, 2.8726, -2.2461], [5.9073, 3.3655, 0.2944], [-2.6603, 0.6352, 1.6215], [-1.8685, -3.8056, 3.5666], [-1.3345, -3.0605, 0.2472], [4.0932, 2.1690, 1.5090], [-1.9285, -3.9176, 2.4866], [-3.2034, -5.9471, 0.1068], [0.2720, -0.7680, -0.8031], [-2.6277, -5.0027, 1.9496], [-2.0552, -4.1880, -0.2645], [-3.4723, 0.2597, 0.0760]]
}

=====

[2]
{
  "formula": "C14H15CsN4OS2",
  "method": "the ωB97M-V functional and the def2-TZVPD basis",
  "total_charge": 0,
  "homo_lumo_gap_ev": 6.93,
  "de_lowest_kj_mol": 8.6,
  "multiplicity": 1,
  "homo_ev": -6.81,
  "species": ["H", "C", "C", "H", "N", "H", "Cs", "S", "H", "H", "H", "C", "C", "C", "C", "S", "N", "H", "C", "H", "H", "C", "C", "C", "C", "C", "O", "C", "H", "N", "N", "H", "H", "H", "C", "H", "H"],
  "xyz": [[1.7742, 4.0838, 2.5126], [-1.6831, -3.0011, -1.0304], [-2.6381, -5.2071, -0.7890], [-0.2184, -2.6564, -2.5826], [-1.0438, -0.8709, -1.9443], [2.0908, -0.0325, 1.0268], [-1.4552, 0.2859, 0.8421], [1.3314, 1.1328, 3.4488], [-3.5277, -5.3884, 1.2318], [0.2155, 0.8585, -4.9035], [2.2641, 0.7702, -1.3476], [2.0589, 3.7890, 0.3248], [2.3158, 2.8301, -0.7129], [-1.9854, -4.2930, -1.5512], [2.1776, 1.4476, -0.5361], [-0.9758, 2.2158, -1.8540], [-0.2768, -0.2601, -2.8723], [1.5408, 2.3349, 5.5127], [-0.9588, -2.1367, -1.9677], [1.8731, 4.8575, 0.0714], [-2.9474, -3.2351, 1.9614], [1.9315, 3.4375, 1.6358], [1.5854, 2.5906, 4.4575], [-2.6812, -3.6030, 0.9527], [-3.0499, -4.7937, 0.4642], [1.9902, 1.0575, 0.8614], [-0.1225, 0.7825, 3.3440], [-0.4420, 1.0480, -3.0126], [2.4923, 3.1721, -1.6772], [0.0391, 1.5649, -4.2076], [-1.9843, -2.6935, 0.2226], [-0.5736, 2.3377, -4.5501], [-2.8819, -6.1641, -1.1798], [2.5873, 2.8562, 4.1339], [1.8799, 1.9653, 1.9332], [-1.6400, -4.5289, -2.5271], [0.9383, 3.4463, 4.3081]]
}

=====

[3]
{
  "formula": "C14H15F4N3",
  "method": "the ωB97M-V functional and the def2-TZVPD basis",
  "total_charge": 0,
  "homo_lumo_gap_ev": 9.08,
  "de_lowest_kj_mol": 194.3,
  "multiplicity": 1,
  "homo_ev": -8.45,
  "species": ["H", "H", "H", "H", "H", "H", "H", "C", "C", "F", "H", "N", "N", "F", "H", "C", "C", "C", "N", "C", "F", "H", "F", "H", "H", "C", "C", "H", "C", "C", "C", "C", "H", "C", "H", "C"],
  "xyz": [[0.6483, 2.7670, -3.8050], [-1.7230, -1.9445, -0.0762], [-2.4970, 2.9362, 0.1062], [1.7234, -1.2436, 3.1760], [2.3345, -1.2992, -4.2142], [-0.9754, -0.0440, 1.2622], [-2.5315, 1.4492, 0.9635], [-1.0522, 2.8455, 1.7002], [0.8502, -1.2149, 2.6327], [-1.8850, 2.7508, 2.8287], [0.0533, -2.4878, -0.0924], [0.2763, -2.5975, 2.4974], [-0.6500, 2.1776, -1.6369], [0.0316, 2.1771, 2.0440], [0.2860, -3.0863, 3.3764], [-1.0009, -2.6599, 1.8290], [-1.8183, 2.1933, 0.4692], [1.5307, 0.7372, -4.2112], [-0.2276, 0.3005, -0.5392], [0.2856, 0.0923, -1.8207], [-0.7274, 4.1409, 1.4416], [-1.6727, -2.2150, 2.5858], [1.8390, 0.9901, -5.5600], [-1.3453, -3.6320, 1.5473], [1.6507, 0.3622, 1.5794], [-0.8671, 1.5947, -0.5227], [-0.2219, -0.5056, 0.6278], [1.4407, -1.7132, -1.9025], [1.0936, -0.9172, -2.5147], [0.7084, 1.6695, -3.5547], [-0.7671, -1.9734, 0.4733], [0.2219, 1.3404, -2.3205], [1.9304, -1.1836, 0.8520], [1.1876, -0.5932, 1.3185], [0.1370, -0.6382, 3.1687], [1.7333, -0.5752, -3.7091]]
}

=====

[4]
{
  "formula": "C14H15N3O3",
  "method": "the ωB97M-V functional and the def2-TZVPD basis",
  "total_charge": 0,
  "homo_lumo_gap_ev": 8.44,
  "de_lowest_kj_mol": 128.0,
  "multiplicity": 1,
  "homo_ev": -7.97,
  "species": ["C", "C", "H", "C", "O", "H", "C", "N", "C", "N", "H", "O", "C", "H", "C", "C", "C", "N", "H", "H", "H", "H", "H", "H", "C", "C", "C", "H", "H", "H", "O", "C", "C", "H", "H"],
  "xyz": [[-0.8256, -1.3029, 0.3834], [-1.2946, -2.5081, 1.0110], [-1.1129, -6.4875, 2.6102], [0.6674, 4.9637, -1.2813], [0.0751, 2.6399, -1.6275], [0.4012, -5.5895, 2.8240], [-0.6723, 0.7160, -0.5200], [0.4377, -1.1368, -0.0067], [-1.5730, -0.1501, 0.0811], [0.5246, 0.0628, -0.5518], [1.7248, 4.7093, -1.2507], [-2.0586, 2.5755, -0.9050], [-2.5435, -2.8384, 1.4742], [-1.1636, 4.1981, -2.1553], [-0.9760, 2.0576, -1.0221], [-1.1368, -4.5288, 1.8081], [3.6549, 2.0483, -0.5020], [4.6044, 2.5198, -0.9281], [1.7502, 2.2823, 0.2451], [-2.6099, 0.0365, 0.2616], [2.4284, -0.3736, -1.1314], [0.2729, 4.9699, -0.2674], [-0.0122, -6.2418, 1.2418], [-3.2182, -4.7291, 2.4348], [-0.4250, -5.7897, 2.1428], [-2.4367, -4.1478, 1.9898], [2.4444, 1.4686, 0.0176], [2.6701, 0.9276, 0.9404], [0.2982, 3.9480, -3.1582], [0.5576, 5.9580, -1.7037], [-0.4430, -3.5384, 1.2167], [-0.0948, 3.9639, -2.1383], [1.8070, 0.5168, -1.0104], [1.6980, 1.0248, -1.9708], [-3.4202, -2.2248, 1.4485]]
}

=====

[5]
{
  "formula": "C14H15N3O3S4",
  "method": "the ωB97M-V functional and the def2-TZVPD basis",
  "total_charge": 0,
  "homo_lumo_gap_ev": 8.37,
  "multiplicity": 1,
  "homo_ev": -8.06,
  "species": ["C", "C", "H", "C", "H", "S", "H", "H", "C", "H", "C", "H", "C", "C", "H", "C", "N", "C", "S", "C", "O", "S", "S", "C", "H", "O", "H", "C", "C", "H", "H", "H", "C", "N", "O", "N", "H", "H", "H"],
  "xyz": [[3.7325, 1.1026, -0.8454], [-3.7253, 2.5757, 1.9484], [3.4146, 2.1030, 1.0591], [0.0754, -1.9696, 0.3518], [3.2229, 0.7163, -2.9434], [1.5897, -2.6016, 0.9146], [4.3120, 1.9478, -1.2184], [2.4997, -2.0480, 3.0399], [-2.4172, 0.3924, 0.8450], [-1.7896, 3.1942, 2.6261], [-1.9791, -1.3635, -0.8416], [-4.3642, -0.2499, 0.2096], [1.7793, 2.4895, -0.3533], [2.8529, 0.5307, -1.9417], [0.9180, 2.6957, 0.2730], [-4.4396, 1.6019, 1.2722], [-1.7065, -0.7009, 0.3139], [2.8153, 1.5977, 0.2936], [-0.6857, -2.5601, -1.1050], [2.7359, -0.2604, 1.8838], [0.2767, 0.4961, -1.2512], [-3.2260, -1.1624, -1.8657], [1.2658, 1.4234, -1.7487], [-3.7966, 0.5061, 0.7243], [2.1977, 3.4057, -0.7550], [0.9312, 2.1828, -2.9138], [-4.2346, 3.4287, 2.3701], [-1.6983, 1.3591, 1.5433], [1.9241, -1.4749, 2.3147], [-5.5106, 1.6881, 1.1716], [0.9601, -1.1849, 2.7292], [-0.6316, 1.2452, 1.6547], [-2.3533, 2.4455, 2.0892], [-0.5673, -1.0328, 0.9453], [3.8113, 0.0080, 2.3691], [2.1398, 0.4869, 0.9310], [2.6412, -0.5262, -1.8091], [4.4267, 0.3589, -0.4528], [1.2740, 0.1846, 0.5009]]
}

=====

[6]
{
  "formula": "C14H15NO6S",
  "method": "the ωB97M-V functional and the def2-TZVPD basis",
  "total_charge": 0,
  "homo_lumo_gap_ev": 8.14,
  "de_lowest_kj_mol": 460.6,
  "multiplicity": 1,
  "homo_ev": -8.74,
  "species": ["C", "H", "H", "C", "O", "O", "C", "H", "O", "C", "H", "C", "O", "C", "H", "H", "N", "H", "H", "C", "H", "O", "H", "C", "C", "H", "C", "H", "H", "H", "S", "O", "C", "C", "C", "H", "C"],
  "xyz": [[1.6208, -1.5515, -1.7590], [2.5173, -0.4787, -0.1389], [2.6385, 2.4937, 2.0493], [-0.0532, 1.1299, 4.3243], [-0.7056, -0.9792, -5.3076], [1.7073, 2.4086, 1.6671], [-1.5035, 1.9629, 2.5624], [-1.6650, -0.0279, 3.3783], [-1.8909, 0.5421, -1.0429], [0.6532, -1.7063, -2.6758], [-0.9210, 2.8426, 2.6439], [1.2211, 1.0404, 1.8879], [0.9919, -2.4250, -3.8566], [-2.2033, 1.1751, 0.1113], [1.0096, -0.4126, 3.4916], [2.5739, -2.0268, -1.9013], [0.8190, -2.5911, -6.3217], [0.5949, -3.6214, -6.5675], [2.0387, 1.0512, 3.9063], [-1.2202, 1.1922, 1.2545], [-2.2630, 1.1076, 4.4616], [-1.0439, -3.4803, -5.1007], [-1.6442, -1.0661, -2.9191], [1.1109, 0.6686, 3.3680], [0.3081, -0.0272, -0.3160], [0.3489, -2.0285, -7.0577], [-0.7920, -0.1829, -1.1917], [2.0527, 0.4320, 1.6811], [-2.5379, 2.3715, 2.5741], [-0.0008, 0.7088, 5.3165], [-0.1870, -2.3211, -4.9706], [-3.3252, 1.6032, 0.3694], [-1.4703, 0.9345, 3.6703], [1.5812, -0.6326, -0.7007], [-0.6380, -1.0508, -2.3199], [0.1769, 2.2425, 4.4858], [0.0999, 0.7027, 0.9441]]
}

=====

[7]
{
  "formula": "C14H15NPdS",
  "method": "the ωB97M-V functional and the def2-TZVPD basis",
  "total_charge": 0,
  "homo_lumo_gap_ev": [7.21, 5.71],
  "multiplicity": 5,
  "homo_ev": [-6.43, -7.76],
  "species": ["C", "C", "H", "H", "C", "C", "C", "C", "H", "N", "H", "C", "H", "H", "H", "H", "H", "C", "H", "C", "C", "H", "C", "C", "S", "H", "H", "Pd", "C", "C", "H", "H"],
  "xyz": [[-1.6864, -0.7078, -0.4502], [0.6001, 2.0557, 0.2775], [1.2490, -4.4054, -0.7842], [2.7607, 1.5470, -0.1474], [1.7382, 1.6857, -0.5114], [1.3199, 1.6013, -1.8818], [-0.5204, 2.1400, -0.5724], [-1.0455, -1.5328, -1.5380], [1.9293, 1.2430, -2.7265], [-0.9931, -0.7191, 0.6756], [-3.6658, -0.2710, -1.0548], [0.3526, -5.1838, 1.0378], [-1.6636, -0.5989, 1.4431], [-1.2385, -1.2877, -2.5938], [0.2040, -6.1875, 0.6285], [-0.7390, 1.7960, -2.7902], [-0.1729, -3.3782, 3.8793], [0.6790, -2.6018, 2.0532], [0.6151, 2.2272, 1.3729], [-2.8620, 0.0511, -0.4109], [0.9483, -4.1948, 0.2468], [-0.4482, -5.6909, 2.9747], [1.1717, -2.8995, 0.7691], [-0.0337, -4.9002, 2.3465], [2.1032, -1.7753, -0.0877], [0.7317, -1.5689, 2.4014], [-1.0020, -2.5939, -1.2270], [0.5976, -0.2009, -1.0184], [0.1301, -3.6073, 2.8492], [-0.1164, 1.8282, -1.8961], [-1.5269, 2.4052, -0.2610], [-2.8845, 0.9325, 0.2752]]
}

=====

no.,total energy (a.u.)
1,-3701.29567
2,-1653.19322
3,-1106.17353
4,-932.45989
5,-2525.23055
6,-1446.73431
7,-1123.03861